A molecular structure, C30H28N3O2Pt. Source: OMol25; level of theory: ωB97M-V/def2-TZVPD.

Each line ends with the natural charge from an NBO analysis.
Geometry (Å):
H: -1.21 -0.85 4.91  0.20
C: -0.89 -1.43 4.06  -0.20
C: -2.66 0.92 -1.57  0.60
H: 0.23 -3.45 0.99  0.20
H: -4.42 -1.79 2.61  0.20
C: 2.74 2.42 0.19  -0.64
C: -1.77 1.17 -2.78  0.14
C: -0.22 -0.81 3.02  -0.25
H: -3.58 2.34 3.35  0.19
N: 1.90 0.44 -1.68  -0.68
H: 3.61 -1.49 -3.37  0.23
H: 1.75 2.12 0.52  0.24
O: 2.82 1.04 -3.72  -0.68
H: -1.69 -3.28 4.82  0.20
H: -3.54 -2.89 0.67  0.20
Pt: 0.06 0.14 -0.81  0.72
H: -0.02 0.26 3.07  0.20
C: -4.07 0.27 3.12  -0.23
C: -1.22 1.70 -5.03  -0.18
H: -3.99 -1.80 -0.66  0.22
H: 2.60 3.03 -0.71  0.22
H: -2.19 3.58 1.87  0.20
C: -3.97 -0.85 2.31  -0.21
C: -3.31 -0.79 1.09  -0.03
C: -2.19 1.53 -4.04  -0.21
H: -3.25 1.66 -4.22  0.24
H: -2.75 3.27 0.22  0.22
C: 5.17 -1.01 -0.71  -0.23
H: -0.96 -4.58 2.83  0.20
H: -1.52 1.98 -6.03  0.21
C: 3.16 0.27 -1.06  0.25
N: -1.99 0.47 -0.50  -0.68
C: 0.47 1.13 -3.46  0.14
C: 5.60 -0.08 0.23  -0.22
H: 2.40 -2.04 -2.23  0.23
H: 1.63 -0.11 1.24  0.20
C: 3.47 -1.86 -2.36  -0.64
C: -3.28 -1.97 0.15  -0.64
H: 3.21 3.03 0.96  0.20
N: -0.47 1.01 -2.54  -0.41
O: -3.86 1.17 -1.66  -0.68
C: -0.75 -3.51 2.89  -0.20
H: 6.55 -0.22 0.73  0.20
H: 5.78 -1.87 -0.94  0.20
H: 5.14 1.74 1.25  0.20
H: 4.00 -2.80 -2.24  0.20
C: 1.87 0.85 -2.96  0.61
C: -2.82 1.56 1.51  -0.04
H: -4.59 0.20 4.07  0.20
C: 3.95 -0.85 -1.36  -0.02
C: 0.21 -1.51 1.90  0.11
C: 0.96 -0.85 0.80  -0.77
C: -0.08 -2.88 1.86  -0.27
C: -1.16 -2.79 4.01  -0.26
C: -2.72 0.42 0.71  0.25
C: 3.59 1.21 -0.11  -0.03
C: 4.81 1.02 0.52  -0.22
H: 1.61 -1.58 0.30  0.19
C: -2.20 2.85 1.06  -0.64
H: -2.29 -2.09 -0.31  0.23
C: 0.12 1.49 -4.75  -0.21
C: -3.50 1.46 2.72  -0.22
H: 0.90 1.59 -5.49  0.24
H: -1.17 2.69 0.73  0.23

Calculated values
Highest occupied orbital energy (eV): -4.83
Gap between HOMO and LUMO (eV): 7.56
Multiplicity: 1
LUMO (Ha): 0.101
Charge: -1
Energy relative to the best compared isomer or geometry (same formula, charge and spin) (kJ/mol): 0.00